The following is a DFT calculation (ωB97M-V/def2-TZVPD) of 2 unconnected molecules or ions with the total composition C5H15NO.

Structure (XYZ):
```
22
Properties=species:S:1:pos:R:3:forces:R:3
C -0.26697 0.64444 2.79758 -0.403 0.632 -0.012
C 0.28123 0.27405 1.42932 -0.962 0.229 -0.779
C 1.41731 1.15542 0.93922 1.683 0.174 2.068
C 2.06266 0.84247 -0.39223 0.049 0.574 -1.755
N 1.19309 1.09929 -1.53934 -1.951 -2.515 0.155
C 0.39432 -0.11173 -1.94203 1.332 1.596 -0.212
H 0.43373 0.39566 3.59243 -0.096 0.366 0.215
H -0.59444 1.69799 2.78348 0.912 0.040 0.256
H -1.24765 0.22238 3.01959 0.227 -0.868 -0.102
H -0.56531 0.48813 0.76696 0.069 -0.611 -0.294
H 0.57163 -0.78165 1.38842 -0.218 0.073 -0.153
H 2.26188 0.95755 1.62706 -0.137 0.092 0.205
H 1.15945 2.19338 1.19756 0.062 -0.020 -0.888
H 2.34003 -0.21805 -0.35989 -0.398 -0.282 -0.138
H 3.06311 1.25569 -0.61194 -0.474 0.674 0.727
H 1.25946 1.65019 -2.36611 1.468 0.735 0.336
H 0.09093 0.07832 -2.97751 -0.447 -0.281 0.289
H -0.43061 -0.20676 -1.25720 -0.483 -0.502 -0.066
H 1.04006 -0.99779 -1.95339 -0.236 -0.105 0.148
O -5.20958 -3.59985 -1.99603 -0.072 -0.212 -0.338
H -4.60184 -3.13771 -1.42406 0.200 0.244 0.345
H -4.65250 -3.90143 -2.72190 -0.126 -0.030 -0.006
```
Positions in Å, forces in eV/Å.

Output
**HOMO-LUMO gap**: 9.03 eV
**HOMO**: -8.370 eV
**SMILES**: CCCCNC.O

***

The following is a DFT calculation (ωB97M-V/def2-TZVPD) of 2 unconnected molecules or ions with the total composition C5H15NO.

Structure (XYZ):
```
22
Properties=species:S:1:pos:R:3:forces:R:3
C 1.25755 1.68182 1.16594 0.426 0.162 2.221
C 0.24385 0.66637 0.66865 0.872 0.682 -1.372
C -1.14267 1.00007 1.21071 0.187 -0.154 -0.218
C 0.70686 -0.77158 0.96807 0.182 0.754 0.557
C -0.26237 -1.85347 0.54963 -1.780 -0.813 0.106
N -0.11546 -2.59456 -0.72026 1.048 0.523 0.427
H 0.92386 2.72069 1.23000 -0.317 -0.066 -0.683
H 1.42184 1.48570 2.24598 0.247 -0.129 -0.265
H 2.24163 1.67814 0.70077 -0.085 -0.264 -0.255
H 0.30466 0.84683 -0.41775 -0.716 -0.421 -0.007
H -1.28578 2.07930 1.23320 -0.045 0.035 -0.020
H -1.91464 0.57499 0.57460 -0.190 -0.056 0.121
H -1.26468 0.62334 2.22872 -0.041 -0.023 0.011
H 1.71417 -0.96823 0.58752 -0.083 0.116 -0.295
H 0.85363 -0.76517 2.05871 -0.209 -0.369 -0.026
H -0.41698 -2.58325 1.35013 0.610 -0.218 -0.070
H -1.28892 -1.47384 0.49880 0.186 0.447 -0.024
H -0.12433 -1.91873 -1.48151 -0.015 -0.113 -0.004
H 0.82974 -2.98452 -0.72138 -0.281 -0.071 -0.229
O -0.54362 1.39369 -3.23267 -0.215 0.558 0.244
H -1.36128 0.99676 -3.53434 -0.144 -0.357 -0.184
H -0.85474 2.25584 -2.91448 0.361 -0.223 -0.036
```
Positions in Å, forces in eV/Å.

Output
**HOMO-LUMO gap**: 10.13 eV
**HOMO**: -9.420 eV
**SMILES**: CC(C)CCN.O

***

The following is a DFT calculation (ωB97M-V/def2-TZVPD) of 2 unconnected molecules or ions with the total composition C5H15NO.

Structure (XYZ):
```
22
Properties=species:S:1:pos:R:3:forces:R:3
C 0.57448 -1.06918 -1.32443 -1.369 0.192 2.584
C 1.48052 0.12337 -0.83020 1.390 -1.729 1.039
C 1.84588 0.25695 0.75377 1.696 2.231 -2.288
C 0.83729 1.27642 1.42694 0.584 -0.259 -1.635
N -0.47913 0.90328 0.80146 -1.919 1.003 7.730
C -1.57614 1.91927 1.15267 -1.594 -1.329 -1.215
H 0.45812 -1.92940 -0.55667 0.909 0.947 -1.572
H 0.79277 -1.36979 -2.35749 -0.050 -0.117 0.558
H -0.48673 -0.67379 -1.27456 0.810 -0.342 -0.566
H 2.52750 -0.00061 -1.17714 -1.004 0.282 -0.777
H 0.95277 0.97019 -1.22590 0.612 1.020 -0.132
H 1.96009 -0.76998 1.06916 -0.598 -0.059 1.037
H 2.97011 0.67427 0.74853 -2.709 -0.578 0.423
H 0.86063 1.33614 2.57889 -0.821 -0.856 -1.344
H 0.92120 2.37254 1.18325 0.742 -1.122 -0.259
H -0.84579 0.05789 1.32968 0.845 -0.123 -2.119
H -1.63507 2.41679 2.16924 1.257 -0.709 -0.981
H -1.53129 2.59247 0.34131 0.057 1.538 -0.522
H -2.59355 1.45020 1.03958 1.171 -0.002 0.035
H -2.41183 -3.17929 -2.69799 -0.812 0.858 -0.167
H -2.49192 -3.60923 -1.14583 -0.832 0.639 0.370
O -2.12993 -3.74850 -2.00426 1.637 -1.483 -0.200
```
Positions in Å, forces in eV/Å.

Output
**Expectation value of S²**: 0.7550
**HOMO-LUMO gap (spin up / spin down)**: 10.63 / 5.05 eV
**2S+1**: 2
**Charge**: +1
**HOMO (spin up / spin down)**: -13.992 / -13.992 eV

***

The following is a DFT calculation (ωB97M-V/def2-TZVPD) of 2 unconnected molecules or ions with the total composition C5H15NO2.

Structure (XYZ):
```
23
Properties=species:S:1:pos:R:3:forces:R:3
C -0.46488 1.87647 0.76450 -0.160 0.501 -0.511
C -0.68862 0.56242 -0.01556 0.262 0.423 1.120
C -1.48925 -0.41237 0.84946 -0.411 -0.779 -0.799
O -2.46628 -1.10782 0.05967 -0.058 0.018 -0.012
N 0.55588 -0.05273 -0.47857 0.206 0.403 0.204
C 1.21507 0.74154 -1.53869 -0.482 -2.011 -0.131
C 1.50654 -0.26450 0.60150 0.466 0.424 -0.235
H 0.45333 2.33797 0.40415 -0.049 0.297 0.031
H -0.41715 1.84754 1.84929 0.186 -0.543 0.140
H -1.30234 2.54441 0.54702 0.120 0.120 -0.033
H -1.26361 0.83521 -0.89901 -0.130 -0.365 -0.014
H -1.94595 0.08586 1.69907 -0.140 0.133 0.056
H -0.84322 -1.20943 1.23002 0.130 0.318 0.173
H -3.35799 -0.93955 0.37447 0.131 0.101 0.082
H 0.46102 1.27668 -2.09570 0.052 0.569 -0.022
H 1.64072 0.02033 -2.24341 0.145 0.103 -0.072
H 2.04417 1.30995 -1.15557 0.131 0.873 0.113
H 2.05426 0.64564 0.89762 -0.439 0.183 0.252
H 1.09883 -0.75525 1.47083 -0.322 0.016 0.229
H 2.30733 -0.88614 0.26070 0.508 -0.733 -0.433
O 0.25294 -3.09889 -1.17449 0.097 0.187 0.811
H -0.30695 -2.89854 -0.40614 -0.238 -0.260 -0.512
H 0.95614 -2.45881 -1.00114 -0.006 0.023 -0.438
```
Positions in Å, forces in eV/Å.

Output
**HOMO-LUMO gap**: 9.50 eV
**HOMO**: -8.684 eV
**SMILES**: C[C@H](CO)N(C)C.O

***

The following is a DFT calculation (ωB97M-V/def2-TZVPD) of 3 unconnected molecules or ions with the total composition C5H15NO2.

Structure (XYZ):
```
23
Properties=species:S:1:pos:R:3:forces:R:3
C -0.25597 2.09010 1.98607 0.067 0.575 0.061
N -0.29342 0.88709 2.33747 -0.138 -0.067 -0.036
C 0.85870 0.03581 2.16359 -0.028 -0.532 -0.360
C 0.61622 -0.81502 0.87981 1.583 0.150 1.283
C 0.86092 0.02466 -0.37006 -0.209 -0.301 0.392
C 2.26704 0.57169 -0.51104 0.666 0.302 -0.111
H -1.16527 2.69187 2.03368 0.068 -0.092 0.070
H 0.64743 2.61480 1.64745 0.052 -0.173 -0.055
H 1.84957 0.50828 2.13072 -0.278 0.463 -0.172
H 0.90982 -0.62675 3.01415 -0.161 -0.327 0.299
H -0.35530 -1.24501 1.00173 -0.930 0.007 -0.431
H 1.27808 -1.68400 0.99745 0.215 0.206 -0.510
H 0.15904 0.84866 -0.28490 -0.210 0.216 -0.445
H 0.64669 -0.55033 -1.27123 -0.235 -0.030 -0.039
H 2.39109 1.12703 -1.44109 -0.108 -0.207 -0.208
H 2.59912 1.28503 0.23981 -0.386 0.032 0.373
H 3.02176 -0.21097 -0.48436 0.006 -0.264 -0.162
O -1.07428 -2.07398 -3.60967 0.098 0.084 0.104
H -1.13498 -1.12224 -3.73413 -0.065 0.019 -0.067
H -1.18454 -2.44109 -4.49042 -0.020 -0.053 -0.040
O -2.63442 -0.20255 -1.13843 0.021 0.088 -0.112
H -2.71202 -0.39608 -0.20033 0.036 0.006 0.072
H -1.75731 -0.51445 -1.38431 -0.045 -0.099 0.093
```
Positions in Å, forces in eV/Å.

Output
**HOMO-LUMO gap**: 10.44 eV
**HOMO**: -9.686 eV
**SMILES**: C=NCCCC.O.O

***

Please write out number 5 again, unchanged.
The following is a DFT calculation (ωB97M-V/def2-TZVPD) of 3 unconnected molecules or ions with the total composition C5H15NO2.

Structure (XYZ):
```
23
Properties=species:S:1:pos:R:3:forces:R:3
C -0.25597 2.09010 1.98607 0.067 0.575 0.061
N -0.29342 0.88709 2.33747 -0.138 -0.067 -0.036
C 0.85870 0.03581 2.16359 -0.028 -0.532 -0.360
C 0.61622 -0.81502 0.87981 1.583 0.150 1.283
C 0.86092 0.02466 -0.37006 -0.209 -0.301 0.392
C 2.26704 0.57169 -0.51104 0.666 0.302 -0.111
H -1.16527 2.69187 2.03368 0.068 -0.092 0.070
H 0.64743 2.61480 1.64745 0.052 -0.173 -0.055
H 1.84957 0.50828 2.13072 -0.278 0.463 -0.172
H 0.90982 -0.62675 3.01415 -0.161 -0.327 0.299
H -0.35530 -1.24501 1.00173 -0.930 0.007 -0.431
H 1.27808 -1.68400 0.99745 0.215 0.206 -0.510
H 0.15904 0.84866 -0.28490 -0.210 0.216 -0.445
H 0.64669 -0.55033 -1.27123 -0.235 -0.030 -0.039
H 2.39109 1.12703 -1.44109 -0.108 -0.207 -0.208
H 2.59912 1.28503 0.23981 -0.386 0.032 0.373
H 3.02176 -0.21097 -0.48436 0.006 -0.264 -0.162
O -1.07428 -2.07398 -3.60967 0.098 0.084 0.104
H -1.13498 -1.12224 -3.73413 -0.065 0.019 -0.067
H -1.18454 -2.44109 -4.49042 -0.020 -0.053 -0.040
O -2.63442 -0.20255 -1.13843 0.021 0.088 -0.112
H -2.71202 -0.39608 -0.20033 0.036 0.006 0.072
H -1.75731 -0.51445 -1.38431 -0.045 -0.099 0.093
```
Positions in Å, forces in eV/Å.

Output
**HOMO-LUMO gap**: 10.44 eV
**HOMO**: -9.686 eV
**SMILES**: C=NCCCC.O.O